The following is a quantum chemistry calculation of C32H59AsF6N3NaO10S5 as an isolated structure, from the OMol25 dataset.

XYZ file:
```
117
Properties=species:S:1:pos:R:3:forces:R:3:mulliken_charge:R:1
C -6.44942 -0.50711 -17.91890 -0.49 1.57 0.78 -0.2407
C -5.65346 3.09449 -14.61150 0.22 -0.09 1.78 -0.7862
H -2.70356 0.04772 -13.85066 -0.30 0.34 0.29 0.4210
H -5.96191 0.08269 -17.14265 0.35 -0.01 -0.11 -0.1959
H -6.60869 -0.51772 -21.32113 0.03 0.51 -0.03 0.4338
C 3.87917 -0.19479 -15.46257 -1.02 -1.41 -0.02 -0.5890
H 3.99510 -1.20119 -15.06031 0.04 -0.11 0.18 0.3350
C 2.05045 0.90242 -20.99853 -0.92 -0.37 -0.01 -0.6263
H -8.96008 0.58469 -20.30200 0.26 -0.07 -0.19 0.4934
O -9.24388 -0.35640 -17.66131 1.61 0.72 -0.79 -0.6616
H -5.28842 0.55106 -19.44378 0.31 -0.22 0.17 -0.3099
F -2.46353 3.05886 -18.69247 0.13 -0.90 -1.75 -0.4589
S 4.01694 1.12539 -17.78900 1.34 -1.25 1.30 1.0346
O 0.56439 -0.24056 -19.08581 0.84 -0.65 -1.25 0.2733
H -0.53319 -4.10505 -20.88200 -0.44 -0.14 -0.33 0.0856
S -2.27854 -3.31975 -18.23251 2.06 -0.63 -0.37 0.9546
C 5.18305 0.52023 -15.39886 1.35 1.51 -0.73 -0.7436
H 1.47929 1.66326 -20.46654 0.28 0.30 -0.05 0.1592
H 2.36162 0.21596 -23.03816 0.53 0.10 0.15 0.3004
F -0.79517 2.57726 -20.59508 -1.76 -0.06 0.32 -0.4961
H 6.04453 -0.09582 -15.65660 -0.14 -0.29 -0.17 0.2914
H 3.11132 0.26017 -14.83685 0.07 0.38 -0.20 0.2461
C 0.32988 0.37107 -22.72129 -1.99 -1.00 1.16 -0.3011
H -3.84307 0.06928 -11.28061 0.04 0.06 -0.28 0.4234
Na -1.40436 0.20240 -17.71701 0.21 0.12 -0.11 0.5072
H -7.36998 -1.50477 -20.15692 -0.43 -0.03 0.14 0.4074
H 5.97297 2.26811 -16.75647 0.40 -0.88 -0.23 0.5036
C -4.13565 1.86885 -16.19110 -0.40 1.14 0.13 -0.5469
H -0.19558 -4.57986 -17.89375 -0.36 -0.40 -0.30 0.1890
H 0.11365 4.24528 -17.87780 -0.15 -0.28 -0.03 0.0929
H 2.97753 -3.76932 -18.33186 -0.49 0.04 0.23 0.1227
C 1.93898 -4.45182 -15.54262 0.81 -0.06 -1.05 -0.7541
H -2.38938 -2.47733 -14.54974 -0.13 0.17 0.03 0.6261
C 1.69809 0.88642 -22.49198 1.72 -0.21 0.09 -0.8951
O 4.76732 0.73332 -18.96971 -0.15 0.22 0.58 -0.7221
N -3.31210 1.08733 -16.31449 0.58 -0.61 -0.16 0.2720
O -2.68498 -3.85599 -16.95031 -0.15 0.05 -0.87 -0.7062
H 4.55281 2.53444 -15.91145 -0.65 -0.20 -0.15 0.2581
N 0.53494 -2.42605 -16.42255 -1.01 1.43 -0.55 -0.1785
C 0.69103 4.55668 -17.00730 -0.43 -1.55 -0.44 -0.4807
F -4.35834 2.40444 -20.24510 1.27 -0.22 -0.07 -0.5463
C 3.10832 -4.74716 -17.86836 0.36 -0.54 -1.00 -0.8537
H -3.25794 -3.91578 -12.34794 -0.06 0.02 -0.25 0.4084
C -5.17447 2.90174 -16.04227 -0.35 -0.66 -0.42 0.3200
H -4.04654 -2.31968 -10.62882 0.06 0.03 -0.36 0.1909
H 2.29815 -0.28744 -16.95430 0.09 -0.32 -0.35 -0.2671
O -2.15163 -1.89459 -18.41062 -0.51 0.64 0.24 -0.1797
O 2.95426 2.05719 -17.90393 -1.19 1.21 -0.70 -0.5017
O 0.15268 1.79499 -16.54236 0.21 0.65 0.07 -0.1213
H -1.64128 5.56680 -14.73405 -0.17 -0.02 -0.09 0.3953
O 2.18715 -1.70385 -20.35143 0.01 -0.20 0.24 -0.7255
H 3.98498 -5.15898 -18.36832 0.16 -0.06 0.02 0.4296
C -3.21734 -3.92658 -19.68028 0.66 -0.50 0.45 -0.7402
H 3.82723 -1.23114 -17.38823 -0.28 0.04 -0.12 0.4018
H 1.78254 1.86940 -22.95535 0.17 0.06 0.20 0.4201
H 3.67032 -5.73924 -16.06170 -0.15 -0.05 0.01 0.3355
F -2.83454 4.24348 -20.90190 0.76 -2.28 0.48 -0.5176
H -4.92074 3.69325 -14.07048 0.40 -0.01 -0.07 0.3295
F -2.70159 1.98120 -22.12255 0.14 0.24 1.45 -0.5048
As -2.58702 2.49323 -20.42823 -0.59 1.71 0.21 1.9445
C -5.78164 -0.41156 -19.30887 -0.58 -0.11 1.15 0.9594
C -0.10715 5.61455 -16.26589 0.23 -0.45 -0.36 -0.7812
H -1.20028 2.94575 -14.33235 -0.14 -0.03 -0.49 0.3850
C -0.57551 3.71509 -14.78608 1.16 0.23 0.48 -0.9543
H 1.65584 4.85647 -17.41641 0.22 -0.28 0.65 0.4897
H -5.98690 2.58080 -16.69423 -0.27 -0.15 0.07 -0.1540
H 4.05716 -4.04684 -16.05137 0.02 0.13 -0.16 0.2669
H 2.14568 -4.23733 -14.49411 0.26 0.08 -0.06 0.4163
N -3.71509 -2.02643 -11.53669 0.24 -0.19 -0.76 0.0414
H 1.26812 -5.31060 -15.51880 0.15 -0.24 -0.23 0.3936
C -3.27622 -2.85277 -12.53786 0.55 -0.13 -0.85 -0.7780
C 5.09647 1.72639 -16.40093 -0.60 -0.17 0.48 -0.8479
H 5.36608 0.85212 -14.37688 0.04 0.28 -0.08 0.4099
H -0.35931 1.16816 -22.44243 -0.30 -0.21 -0.30 -0.0562
H -0.46594 6.30186 -17.03203 -0.21 0.14 0.23 0.3597
H -0.96681 -0.83188 -21.23484 -0.02 0.17 -0.29 0.0882
C 3.31738 -4.76604 -16.40291 -1.60 0.84 2.43 -0.4050
C -3.01814 -0.77311 -13.22321 -0.03 1.56 0.00 0.0733
H -6.85686 1.39011 -14.04888 -0.05 -0.23 0.44 0.2692
H -2.75997 -5.26844 -21.23806 0.25 -0.33 -0.04 0.4093
C -5.89736 1.79211 -13.72353 0.08 1.24 -2.17 -0.7254
S 1.26740 -0.58901 -20.34126 -1.68 0.80 0.10 1.1129
F -2.47983 0.76544 -19.87175 0.14 1.50 -0.37 -0.3555
C -3.58207 -0.73615 -11.95111 0.50 0.25 -0.43 -1.0313
C -7.93575 0.64162 -19.93376 0.93 -1.45 0.95 -0.7492
H -5.85726 2.01952 -12.65827 -0.10 -0.09 -0.19 0.3829
H 0.02109 4.14198 -13.97990 0.25 -0.20 0.13 0.3955
S 0.70618 2.98191 -15.90554 -0.12 1.49 0.00 0.6868
H -2.63823 -6.04374 -19.64426 -0.06 0.08 0.04 0.3324
C -1.23003 4.90463 -15.49596 0.08 -0.75 0.38 -0.0344
H -7.39056 1.53869 -20.22727 -0.51 0.41 0.47 0.3057
C 1.12516 -3.32597 -16.06313 1.79 -1.59 0.92 0.1049
H -2.04337 4.48350 -16.08693 0.05 0.51 -0.53 -0.1290
C -0.88742 -4.80825 -20.12825 -0.04 0.81 1.69 -0.6307
H -6.51530 3.76179 -14.60463 -0.28 -0.30 -0.23 0.4006
H -4.25501 -4.16351 -19.44531 0.13 0.10 0.24 0.5313
H -3.16422 -3.09491 -20.38285 -0.05 0.01 0.04 0.2980
H 0.23497 0.13289 -23.78071 -0.41 -0.21 0.16 0.4596
H 0.55914 6.16114 -15.59850 -0.19 0.06 0.23 0.3187
H -4.85335 3.83800 -16.49877 0.37 -0.03 0.14 0.3965
H 2.30935 -5.45273 -18.09622 -0.30 0.29 -0.36 0.2255
C 0.00154 -0.85158 -21.73485 1.78 1.19 0.55 -0.6755
C -2.42308 -5.13709 -20.20978 0.62 0.77 -0.10 -0.7675
H -5.09528 -1.25437 -19.39060 0.23 0.27 -0.22 -0.3807
H -5.12263 1.08697 -14.02464 0.00 -0.21 0.49 -0.0088
C -0.58479 -4.02841 -18.74962 -1.58 -0.50 -0.97 -0.0310
H 3.10025 0.88655 -20.70565 -0.10 0.06 -0.16 0.4989
H -6.58979 -1.48695 -17.46248 -0.36 -0.12 -0.56 0.4510
H 0.10747 -3.20463 -18.92359 -0.36 0.17 0.08 -0.1120
H 0.27782 -1.85584 -22.05614 -0.15 0.14 -0.40 0.4300
O -7.97698 1.76656 -17.42658 0.38 -0.37 -0.06 -0.6621
C -6.92724 -0.51622 -20.27872 -1.30 -0.25 -0.56 -0.9415
O 1.98359 2.86704 -15.21019 -0.96 0.01 -0.28 -0.6993
H -0.25138 -5.68973 -20.20911 -0.22 -0.08 0.05 0.3950
C 3.38457 -0.36033 -16.90465 0.53 1.11 0.02 0.0369
C -2.82570 -2.08000 -13.64522 -0.85 -2.12 2.56 -0.3918
S -8.07865 0.45775 -18.04522 -0.32 -0.88 -1.08 1.0214
```
Positions in Å, forces in eV/Å.

Properties
DFT total energy = -194825.06203 eV

***

The following is a quantum chemistry calculation of a 12-piece molecular cluster, C32H59Br22F4I2N2O overall, from the OMol25 dataset.

XYZ file:
```
122
Properties=species:S:1:pos:R:3:forces:R:3:mulliken_charge:R:1
C -0.68253 0.90652 -3.56366 0.19 0.06 0.22 0.7230
H 5.71407 -10.10155 -2.16701 -0.02 -0.03 0.02 0.3783
Br -2.07509 7.49791 -5.24062 -0.13 0.05 -0.12 -0.1237
H 0.74057 -1.57987 -3.30888 -0.23 0.12 -0.30 0.3130
H 6.36198 -1.99376 -2.38832 -0.20 -0.03 -0.21 0.5350
H -1.23840 -4.88217 6.49686 0.00 0.04 -0.02 0.3365
Br 5.74518 -4.95621 1.51208 0.04 0.03 -0.04 -0.1272
Br 3.47058 -8.65702 -0.89842 0.00 0.04 -0.04 -0.1467
F 2.80861 0.90085 -0.73803 -0.14 0.00 -0.02 -0.4512
Br -0.93517 -0.98440 1.67789 -0.04 0.07 0.04 -0.0722
H 4.83133 -0.11312 -0.57540 -0.06 0.22 -0.03 0.4456
H -4.06096 0.59144 7.00056 0.02 -0.11 0.07 -0.2305
H 2.19690 5.93968 -11.06850 -0.03 -0.01 0.01 0.3488
C -1.21827 -1.78549 -2.34896 -0.22 -0.06 0.00 0.0978
C -6.25999 3.35456 8.11930 0.05 0.06 -0.12 -0.6264
C -2.70549 -0.70387 2.45259 0.09 -0.01 0.04 0.4021
Br -8.26381 1.02595 2.64469 0.04 0.03 0.01 -0.1395
F -1.87196 1.03884 -3.01822 -0.26 0.02 0.08 -0.2035
H 0.18380 7.53991 -11.37140 0.01 -0.02 -0.04 0.4050
H -8.34020 2.34379 0.55283 0.01 -0.01 -0.02 0.3558
H 1.87903 0.65458 -3.82311 -0.01 -0.36 -0.05 0.4780
H 0.35876 6.81577 -9.76071 0.01 -0.02 0.00 0.1204
H -2.62661 5.12739 -4.83393 0.02 -0.03 0.01 0.3313
H 5.31376 -10.18939 -3.89363 -0.02 0.01 -0.02 0.3532
C 4.09088 0.09692 -2.57687 -0.06 -0.20 0.28 -1.0122
H -1.57405 8.14935 -2.10453 -0.04 0.01 0.00 0.3824
F -0.72812 0.12586 -4.60750 0.04 -0.19 -0.35 -0.2211
C -0.78739 -4.78577 7.47878 0.09 -0.11 0.08 -0.5768
Br -2.11932 -0.77311 6.26294 -0.04 0.01 -0.05 -0.2072
H -6.99559 2.55962 8.05911 -0.03 -0.01 0.02 0.3709
H -1.54888 -2.89216 8.10948 0.00 0.00 -0.03 0.0981
H 6.23428 -1.92064 -0.65693 0.02 -0.03 0.00 0.5048
C -1.99137 5.59205 -5.58529 0.02 0.12 0.19 -0.6070
H 7.62400 -6.42222 -1.49096 0.03 0.03 0.06 0.1097
Br 2.92620 7.88908 -12.39727 0.01 0.01 0.06 -0.1431
H 8.02708 -6.36101 0.23894 -0.04 -0.03 0.03 0.3749
H -0.55593 4.00447 -5.43102 -0.06 -0.03 -0.04 0.0367
H 0.21196 -4.36835 7.37979 -0.01 0.03 0.00 0.3051
Br 0.50314 5.58317 -6.99920 0.05 0.03 0.05 -0.0863
H 4.84544 -2.47889 -1.56197 -0.09 -0.01 -0.19 0.1796
C 0.81858 7.47466 -10.49421 -0.04 0.08 0.14 -0.4470
C -3.85793 -0.47100 7.10233 0.07 0.00 0.02 0.0964
C 2.71318 0.06954 -1.87035 -0.02 -0.56 -0.52 1.3702
C 0.98471 -1.51440 -1.20747 0.34 0.24 -0.06 -1.3901
C -3.71163 -1.66794 1.90109 -0.10 0.02 -0.03 -0.3922
H -7.76530 3.34022 1.90428 0.05 0.04 -0.02 0.3857
H 4.18850 -1.89413 3.83231 0.03 -0.04 -0.03 0.3809
H -0.07280 5.49384 -4.58802 -0.03 0.03 0.03 0.2977
H 3.30687 -8.64124 -3.37760 0.00 0.00 -0.04 0.3761
C -0.81336 8.92178 -2.12042 0.10 0.03 -0.09 -0.6328
H -1.31958 -4.04289 9.44410 0.03 -0.04 0.01 0.4345
Br -4.26935 -1.17524 0.09363 0.03 -0.06 0.01 -0.1965
Br -0.66323 8.35785 0.68563 0.04 0.01 -0.02 -0.1421
C -0.67527 9.61971 -0.79465 -0.08 -0.06 0.12 -0.5779
H -6.73719 4.30857 7.90907 0.02 0.02 0.02 0.3609
H -1.63456 -1.67369 -1.34767 0.07 0.12 0.10 -0.2029
C -7.65713 2.38703 1.39786 -0.09 -0.12 0.07 -0.5695
H 3.40238 -4.33043 3.40420 0.03 0.00 0.00 0.1252
C 3.17241 -2.18376 3.57612 0.11 0.01 0.01 -0.6630
C -4.93976 -1.32351 6.50541 -0.09 -0.01 -0.14 -0.5300
Br 3.06325 -2.00826 1.63504 -0.06 -0.02 0.26 0.0981
F -0.22534 2.09356 -3.91014 -0.01 0.20 -0.01 -0.2252
O -0.83227 -3.58200 -3.84806 0.00 0.10 0.26 -0.4603
H -4.63743 -2.35544 6.36688 0.02 -0.02 0.04 0.2541
H 5.50778 -6.57104 -0.35232 0.01 -0.02 0.00 -0.0665
Br 6.17002 -7.94516 -3.31504 -0.06 -0.06 -0.02 -0.1427
Br -3.50519 -4.39147 8.31624 0.04 0.02 0.03 -0.1459
Br -4.92333 2.53063 2.29671 -0.04 -0.04 0.01 -0.1190
C -5.56557 3.39271 9.45297 -0.04 -0.10 0.09 -0.5440
Br 0.82685 9.23791 -9.67800 -0.01 -0.02 -0.04 -0.1099
C 5.20423 -9.60352 -2.98445 0.06 0.06 -0.09 -0.5939
H -4.66298 3.99369 9.43336 0.01 0.03 -0.01 0.3558
H -1.04024 9.63804 -2.90674 0.01 0.03 0.01 0.3468
H -2.57613 -0.86043 3.51991 -0.02 -0.03 0.01 -0.3542
H 5.61090 -4.91088 -0.96980 0.00 -0.01 -0.04 0.2821
N 2.39828 -1.27407 -1.47426 -0.32 0.53 0.28 0.3823
N 0.23174 0.31070 -2.53267 0.34 0.25 -0.22 0.1489
C -1.12061 -3.25557 -2.72692 0.17 -0.28 -0.47 -0.1960
H -1.30090 -4.01525 -1.95333 -0.13 0.02 0.15 0.4346
C -0.57633 5.08979 -5.46165 0.06 -0.06 -0.14 -0.2193
C 6.05326 -5.63285 -0.29097 -0.06 -0.11 0.10 -0.0425
I 6.88032 0.96520 -1.80866 0.03 0.03 0.01 0.1487
H 2.90793 7.18237 -10.01747 -0.01 0.00 0.04 0.3671
H -6.09785 1.08606 0.66210 -0.02 -0.02 -0.04 0.1474
C -1.61352 -3.93597 8.40537 -0.09 0.06 -0.03 -0.3159
H 0.85165 -2.55707 -0.93040 0.01 -0.08 0.00 0.5540
H 3.17056 -3.72206 5.05698 0.02 0.03 0.01 0.4156
H -3.34181 -2.68587 1.83286 0.04 0.01 0.04 0.4585
Br -5.51737 -0.66558 4.75868 -0.03 0.09 0.26 -0.0788
H -5.82682 -1.28619 7.13334 0.00 0.03 0.02 0.3927
H -1.52908 10.26962 -0.61966 -0.02 -0.01 -0.02 0.3618
H 3.19369 -10.29074 -2.73152 0.02 -0.02 0.01 0.3383
H 4.29705 1.09079 -2.96069 -0.13 0.11 0.09 0.8173
H -2.97372 0.33180 2.26825 0.00 -0.02 0.00 0.1838
Br 0.99186 -4.00973 3.92083 0.03 0.00 -0.04 -0.1321
H -4.59926 -1.64193 2.53117 0.02 -0.02 -0.25 0.1128
Br -0.54098 -6.58871 8.16049 -0.04 0.02 -0.04 -0.1318
H 2.47012 -1.46591 3.98647 -0.03 0.00 -0.01 0.4350
Br 0.84541 8.06322 -2.66160 0.00 -0.09 0.03 -0.1202
H -3.72005 -0.72197 8.15087 0.01 -0.02 0.00 0.3339
C 1.66830 0.75507 -2.76365 -0.05 0.38 0.11 -1.6592
C 0.18077 -1.20301 -2.45362 0.05 -0.36 0.60 -0.1398
C 3.74904 -9.35688 -2.69305 -0.04 -0.03 0.12 -0.5521
I 4.02577 -1.12006 -4.34642 0.08 0.11 0.00 0.1396
C 2.20800 7.00000 -10.82622 0.04 -0.02 -0.16 -0.5797
H -2.41147 5.42442 -6.57124 0.02 -0.02 -0.03 0.4232
H -1.92469 -1.35905 -3.05778 0.03 0.05 -0.06 0.4390
H 0.24151 10.19462 -0.72232 0.01 0.02 -0.02 0.3789
C 7.51382 -5.85388 -0.57106 0.05 0.17 -0.07 -0.3626
H -6.23871 3.76792 10.21986 -0.03 -0.01 -0.01 0.3519
Br -5.00728 3.06474 6.65767 -0.07 0.07 -0.03 -0.1260
H 2.89275 -1.44105 -0.59924 0.26 -0.12 -0.47 -0.7456
Br -5.04024 1.61408 10.04219 0.03 0.02 -0.02 -0.1353
C 5.67211 -1.76822 -1.57908 0.21 -0.02 0.40 -1.2257
C -6.25072 2.12556 0.93156 0.07 0.08 -0.03 -0.4072
C 5.18203 -0.32994 -1.58185 0.26 -0.06 0.00 -0.5338
H 1.70459 1.81382 -2.52134 0.04 0.02 0.01 0.5209
Br 8.44762 -4.17088 -0.85588 0.05 -0.04 0.03 -0.1488
H -0.07914 0.69580 -1.63304 -0.05 -0.12 0.08 0.5307
C 2.88922 -3.59410 4.01455 -0.14 -0.04 0.05 -0.3915
H 0.61487 -0.90317 -0.37730 -0.11 -0.11 0.05 0.3993
H -6.00779 2.76362 0.08480 -0.01 0.03 0.01 0.3569
```
Positions in Å, forces in eV/Å.

Properties
DFT total energy = -1607170.36409 eV
Net charge = +1